Entry 1:
{"formula": "C6H10Br3NO2", "method": "ωB97M-V/def2-TZVPD", "symbols": ["C", "C", "C", "Br", "N", "O", "O", "H", "H", "H", "H", "H", "H", "C", "C", "Br", "C", "Br", "H", "H", "H", "H"], "coordinates": [[1.929, 0.309, 1.822], [2.240, 1.066, 0.552], [1.239, 1.097, -0.534], [1.727, 0.766, -2.270], [0.067, 1.593, -0.314], [-0.902, 1.646, -1.127], [-0.196, 2.072, 0.910], [1.134, 0.912, 2.341], [1.571, -0.663, 1.690], [2.811, 0.380, 2.498], [2.480, 2.148, 0.797], [3.173, 0.685, 0.089], [-1.167, 1.953, 1.028], [-2.686, -1.882, -1.562], [-1.867, -1.210, -0.508], [-2.907, 0.120, 0.569], [-0.544, -1.262, -0.163], [0.607, -2.498, -1.024], [-2.553, -1.403, -2.488], [-3.724, -1.934, -1.231], [-2.357, -2.995, -1.779], [-0.073, -0.902, 0.703]], "nbo_charge": [-0.61, -0.47, 0.04, 0.16, 0.32, -0.53, -0.54, 0.23, 0.20, 0.22, 0.23, 0.23, 0.51, -0.69, 0.02, -0.01, -0.33, 0.05, 0.25, 0.24, 0.24, 0.23], "orbital_gap_ha": 0.32767, "smiles": "CC/C(Br)=[N+](/[O-])O.C/C(Br)=C\\Br", "largest_force_ev_per_a": 3.8, "e_homo_ev": -8.54, "spin_multiplicity": 1, "relative_energy_kj_mol": 6.70}

Entry 2:
{"formula": "C52H64N5O3P2STeTi", "method": "ωB97M-V/def2-TZVPD", "symbols": ["Ti", "C", "C", "N", "C", "S", "N", "N", "C", "C", "C", "C", "C", "C", "C", "N", "H", "H", "H", "H", "H", "H", "H", "H", "H", "H", "H", "H", "H", "C", "P", "C", "C", "C", "P", "C", "C", "H", "H", "H", "H", "H", "H", "H", "H", "H", "H", "H", "H", "H", "H", "H", "H", "O", "C", "O", "H", "C", "C", "C", "C", "C", "C", "Te", "N", "C", "O", "C", "C", "C", "C", "C", "C", "C", "C", "C", "C", "C", "C", "C", "C", "C", "C", "C", "C", "H", "H", "H", "H", "H", "H", "H", "H", "H", "H", "H", "H", "H", "H", "H", "H", "H", "H", "H", "H", "H", "H", "H", "H", "H", "H", "H", "C", "C", "C", "C", "C", "C", "C", "C", "C", "C", "H", "H", "H", "H", "H", "H", "H"], "coordinates": [[-0.446, 1.014, 0.082], [-0.003, 7.709, 2.937], [-0.679, 6.899, 1.837], [0.217, 5.933, 1.232], [0.243, 4.589, 1.626], [-0.335, 4.157, 3.200], [0.788, 3.824, 0.731], [0.812, 2.455, 1.005], [1.877, 1.983, 1.621], [3.023, 2.880, 1.966], [1.805, 0.611, 1.997], [2.811, -0.119, 2.670], [2.563, -1.389, 3.113], [1.297, -1.977, 2.864], [0.393, -1.250, 2.130], [0.610, -0.011, 1.682], [-0.697, 8.438, 3.369], [0.328, 7.032, 3.724], [0.866, 8.241, 2.543], [-1.553, 6.391, 2.251], [-1.027, 7.566, 1.043], [0.281, 5.988, 0.226], [2.664, 3.716, 2.569], [3.792, 2.351, 2.525], [3.459, 3.295, 1.054], [3.777, 0.336, 2.839], [3.334, -1.943, 3.637], [1.049, -2.975, 3.199], [-0.564, -1.684, 1.860], [-3.369, -1.623, 2.468], [-2.719, 0.074, 2.759], [-4.249, 1.025, 2.375], [-2.792, 0.129, 4.611], [-1.899, 1.225, 5.206], [-0.109, 0.751, 5.216], [0.534, 2.112, 6.271], [-0.186, -0.556, 6.531], [-4.309, -1.809, 2.997], [-2.633, -2.366, 2.782], [-3.522, -1.737, 1.394], [-5.137, 0.563, 2.816], [-4.363, 1.095, 1.293], [-4.145, 2.042, 2.759], [-2.481, -0.854, 4.980], [-3.830, 0.263, 4.937], [-2.212, 1.452, 6.233], [-1.963, 2.153, 4.627], [-0.059, 2.239, 7.182], [0.533, 3.035, 5.690], [1.568, 1.891, 6.547], [-0.755, -0.229, 7.407], [0.832, -0.802, 6.840], [-0.636, -1.468, 6.134], [-2.154, -0.024, -0.259], [-2.950, 0.090, -1.285], [-2.652, 0.260, -2.446], [-4.019, -0.001, -0.992], [1.858, -9.159, 0.199], [1.464, -7.726, -0.046], [2.241, -6.676, 0.403], [1.898, -5.340, 0.170], [2.842, -4.299, 0.720], [0.722, -5.047, -0.534], [0.179, -3.010, -0.860], [0.685, 0.524, -1.156], [1.929, 0.412, -1.641], [2.604, -0.619, -1.630], [2.549, 1.649, -2.277], [3.658, 1.466, -3.103], [4.293, 2.551, -3.687], [3.834, 3.839, -3.433], [2.738, 4.026, -2.603], [2.090, 2.936, -2.036], [0.064, -3.162, -2.982], [1.240, -3.338, -3.722], [2.614, -3.467, -3.119], [1.166, -3.374, -5.115], [-0.032, -3.218, -5.793], [-0.088, -3.224, -7.298], [-1.183, -3.034, -5.042], [-1.162, -3.008, -3.651], [-2.490, -2.822, -2.962], [-0.085, -6.109, -0.988], [-1.362, -5.871, -1.744], [0.300, -7.420, -0.742], [2.721, -9.220, 0.863], [2.119, -9.661, -0.736], [1.040, -9.721, 0.654], [3.155, -6.886, 0.952], [3.871, -4.554, 0.460], [2.776, -4.263, 1.809], [2.630, -3.294, 0.354], [4.013, 0.456, -3.262], [5.150, 2.395, -4.333], [4.332, 4.692, -3.880], [2.376, 5.024, -2.388], [1.248, 3.103, -1.381], [2.591, -3.633, -2.046], [3.171, -2.542, -3.272], [3.156, -4.288, -3.595], [2.084, -3.511, -5.680], [0.885, -3.469, -7.726], [-0.385, -2.244, -7.679], [-0.815, -3.952, -7.664], [-2.134, -2.895, -5.548], [-3.019, -1.977, -3.400], [-2.380, -2.627, -1.899], [-3.104, -3.721, -3.081], [-1.956, -5.092, -1.261], [-1.950, -6.788, -1.803], [-1.157, -5.525, -2.759], [-0.333, -8.227, -1.100], [-1.746, 4.964, -4.188], [-1.037, 3.744, -4.120], [-1.002, 3.034, -2.953], [-1.661, 3.498, -1.783], [-1.599, 2.755, -0.562], [-2.335, 3.239, 0.493], [-3.077, 4.440, 0.427], [-3.099, 5.171, -0.726], [-2.394, 4.711, -1.867], [-2.411, 5.431, -3.089], [-1.768, 5.526, -5.116], [-0.524, 3.370, -4.998], [-0.483, 2.086, -2.888], [-2.309, 2.720, 1.447], [-3.600, 4.795, 1.309], [-3.645, 6.108, -0.784], [-2.968, 6.362, -3.136]], "lowdin_spin": [0.06, 0.00, 0.00, 0.00, 0.01, 0.00, 0.03, 0.19, 0.11, 0.01, 0.15, 0.02, 0.09, 0.09, 0.03, 0.15, 0.00, 0.00, 0.00, 0.00, 0.00, 0.00, 0.00, 0.00, 0.00, 0.00, 0.01, 0.01, 0.00, 0.00, 0.00, 0.00, 0.00, 0.00, 0.00, 0.00, 0.00, 0.00, 0.00, 0.00, 0.00, 0.00, 0.00, 0.00, 0.00, 0.00, 0.00, 0.00, 0.00, 0.00, 0.00, 0.00, 0.00, 0.00, 0.00, 0.00, 0.00, 0.00, 0.00, 0.00, 0.00, 0.00, 0.00, 0.00, 0.00, 0.00, 0.01, 0.00, 0.00, 0.00, 0.00, 0.00, 0.00, 0.00, 0.00, 0.00, 0.00, 0.00, 0.00, 0.00, 0.00, 0.00, 0.00, 0.00, 0.00, 0.00, 0.00, 0.00, 0.00, 0.00, 0.00, 0.00, 0.00, 0.00, 0.00, 0.00, 0.00, 0.00, 0.00, 0.00, 0.00, 0.00, 0.00, 0.00, 0.00, 0.00, 0.00, 0.00, 0.00, 0.00, 0.00, 0.00, 0.00, 0.00, 0.00, 0.00, 0.01, 0.00, 0.00, 0.00, 0.00, 0.00, 0.00, 0.00, 0.00, 0.00, 0.00, 0.00, 0.00], "orbital_gap_ha": [0.14888, 0.21107], "largest_force_ev_per_a": 0.5, "e_homo_ev": [-0.46, -2.15], "spin_multiplicity": 2, "total_charge": -2, "relative_energy_kj_mol": 57.83, "s_squared": 0.77}

Entry 3:
{"formula": "C18H23N3O3S", "method": "ωB97M-V/def2-TZVPD", "symbols": ["C", "C", "O", "C", "O", "N", "C", "C", "N", "C", "S", "N", "C", "O", "C", "C", "C", "C", "C", "C", "C", "C", "C", "C", "C", "H", "H", "H", "H", "H", "H", "H", "H", "H", "H", "H", "H", "H", "H", "H", "H", "H", "H", "H", "H", "H", "H", "H"], "coordinates": [[5.918, -3.073, 0.340], [5.118, -2.231, -0.642], [4.999, -0.878, -0.204], [4.032, -0.632, 0.692], [3.289, -1.465, 1.153], [4.016, 0.684, 1.072], [2.844, 1.163, 1.778], [2.030, 2.085, 0.842], [2.320, 1.714, -0.528], [1.722, 0.689, -1.159], [2.389, -0.142, -2.424], [0.453, 0.279, -0.771], [-0.664, 1.059, -0.510], [-0.606, 2.261, -0.342], [-1.902, 0.276, -0.448], [-3.074, 0.896, -0.241], [-4.387, 0.298, -0.153], [-4.610, -1.078, -0.252], [-5.885, -1.594, -0.161], [-6.985, -0.764, 0.034], [-8.367, -1.331, 0.109], [-6.768, 0.606, 0.134], [-5.495, 1.129, 0.043], [3.671, 2.090, -0.894], [4.636, 1.703, 0.254], [6.038, -4.077, -0.057], [6.900, -2.634, 0.501], [5.394, -3.129, 1.290], [4.115, -2.649, -0.774], [5.617, -2.164, -1.610], [2.265, 0.286, 2.073], [3.155, 1.707, 2.675], [2.334, 3.127, 0.959], [0.967, 2.022, 1.055], [0.257, -0.654, -1.116], [-1.823, -0.793, -0.574], [-3.037, 1.974, -0.132], [-3.779, -1.750, -0.401], [-6.036, -2.662, -0.240], [-8.356, -2.323, 0.555], [-8.785, -1.420, -0.895], [-9.022, -0.687, 0.690], [-7.609, 1.268, 0.285], [-5.346, 2.196, 0.125], [3.937, 1.565, -1.813], [3.698, 3.169, -1.076], [4.841, 2.560, 0.901], [5.575, 1.326, -0.144]], "nbo_charge": [-0.64, -0.07, -0.52, 0.91, -0.66, -0.45, -0.24, -0.24, -0.40, 0.31, -0.23, -0.65, 0.65, -0.61, -0.33, -0.07, -0.14, -0.11, -0.23, 0.01, -0.63, -0.22, -0.15, -0.25, -0.23, 0.21, 0.21, 0.22, 0.20, 0.19, 0.25, 0.20, 0.20, 0.25, 0.43, 0.20, 0.23, 0.20, 0.21, 0.22, 0.23, 0.22, 0.21, 0.21, 0.26, 0.20, 0.20, 0.24], "orbital_gap_ha": 0.29260, "smiles": "CCOC(=O)N1CCN(C(=S)NC(=O)/C=C/c2ccc(C)cc2)CC1", "largest_force_ev_per_a": 0.9, "e_homo_ev": -8.22, "spin_multiplicity": 1, "relative_energy_kj_mol": 115.16}